C32H45NP2Pd | ωB97M-V with the def2-TZVPD basis set

Calculated values
* frontier orbital gap: 4.479 eV
* total charge: -2
* molecular weight: 612.09 g mol⁻¹
* max |F|: 0.51 eV/Å
* highest occupied orbital energy: 0.0124 Ha

Positions of all 81 atoms, in Å:
Pd -1.22 -0.61 -0.35
P 0.46 -1.10 -1.75
P -1.52 1.49 0.77
N 1.08 0.05 0.84
C -0.12 -3.82 -2.04
C -2.03 -3.18 1.25
C -3.81 -2.41 -0.08
C -4.15 -4.34 1.32
C 1.51 4.06 2.03
C 1.37 0.04 -2.93
C 0.27 3.47 1.77
C -2.83 -4.21 1.75
C 1.26 1.30 1.23
C -2.43 0.10 2.98
C 2.05 -0.85 0.55
C -2.55 1.48 2.34
C 2.53 1.94 1.44
C -2.47 -2.21 0.32
C 3.90 -2.89 -0.15
C 2.82 -2.56 -0.98
C 4.85 -3.99 -0.53
C 1.91 1.24 -2.16
C 2.63 3.26 1.82
C 1.61 5.47 2.52
C -2.29 2.54 3.41
C 0.19 -2.59 -2.87
C -2.35 2.88 -0.19
C 0.41 0.51 -4.02
C 1.90 -1.58 -0.66
C -2.89 4.16 0.46
C 4.03 -2.19 1.03
C 1.16 -2.92 -4.01
C -1.47 3.25 -1.38
C 0.10 2.16 1.34
C 3.13 -1.19 1.38
C -4.63 -3.43 0.40
H -0.59 3.80 -1.04
H 2.69 0.95 -1.46
H -0.57 -4.60 -2.67
H 3.43 1.37 1.27
H -1.41 -0.06 3.33
H -0.44 1.01 -3.56
H -3.58 1.60 1.96
H -2.02 3.88 -2.08
H 0.71 6.04 2.28
H 2.21 -0.50 -3.39
H 0.69 -3.66 -4.68
H -4.78 -5.14 1.71
H 0.91 1.22 -4.70
H -3.10 0.03 3.85
H -0.75 -2.28 -3.33
H -0.83 -3.58 -1.24
H -1.27 2.44 3.79
H -3.57 3.97 1.28
H 4.43 -4.99 -0.35
H -5.65 -3.50 0.04
H -3.22 2.33 -0.57
H 3.62 3.68 1.96
H -4.24 -1.72 -0.80
H -3.45 4.74 -0.29
H 2.09 -3.37 -3.66
H -1.01 -3.13 1.62
H -1.13 2.35 -1.89
H 3.25 -0.67 2.32
H 2.46 5.99 2.07
H 0.02 -0.31 -4.62
H 4.85 -2.42 1.71
H 2.33 1.98 -2.86
H -2.42 3.57 3.08
H 0.78 -4.24 -1.58
H -2.66 -0.70 2.28
H -2.97 2.38 4.26
H 1.42 -2.05 -4.61
H -2.09 4.81 0.81
H -0.61 4.08 1.91
H 5.11 -3.95 -1.60
H 2.72 -3.09 -1.92
H 1.75 5.54 3.61
H 5.78 -3.92 0.03
H -2.42 -4.91 2.47
H 1.12 1.71 -1.58

Here are the Mulliken charges for atoms 1 to 2, given in e:
1. Pd -1.6164
2. P 1.7755